1.
Molecular formula: C4H8N3O2
Method: DFT, the ωB97M-V functional and the def2-TZVPD basis

Summary:
**HOMO level**: -13.605 eV
**Frontier orbital gap**: 6.65 eV
**Lowest unoccupied orbital energy**: -6.951 eV
**Structure (SMILES)**: CN1C[NH+]=C([N+](=O)[O-])C1
**Charge**: +1
**ΔE to the lowest compared entry with this formula, charge and spin**: 6.659 eV

Structure (XYZ):
```
17
Properties=species:S:1:pos:R:3:mulliken_charge:R:1
C 0.508 0.999 -1.221 -1.089
N 0.393 -0.028 -0.281 0.057
C 0.284 0.363 1.057 -0.544
N -0.471 -0.717 1.739 -0.038
C -0.810 -1.641 0.857 0.061
N -1.596 -2.821 1.169 0.866
O -2.082 -3.418 0.200 -0.426
O -1.685 -3.199 2.333 -0.478
C -0.421 -1.213 -0.507 -0.296
H 1.253 1.728 -1.044 0.421
H 0.793 0.609 -2.231 0.352
H -0.376 1.661 -1.571 0.385
H 1.157 0.308 1.686 0.291
H -0.119 1.387 1.010 0.401
H -0.650 -0.766 2.817 0.337
H 0.174 -2.021 -0.964 0.341
H -1.315 -0.851 -1.115 0.359
```

2.
Molecular formula: C23H55Cl2N3O6
Method: DFT, the ωB97M-V functional and the def2-TZVPD basis

Summary:
**HOMO level (alpha / beta)**: -11.969 / -11.969 eV
**⟨S²⟩**: 0.7525
**Frontier orbital gap (alpha / beta)**: 9.44 / 1.86 eV
**Lowest unoccupied orbital energy (alpha / beta)**: -2.524 / -10.109 eV
**Charge**: +1
**2S+1**: 2

Structure (XYZ):
```
89
Properties=species:S:1:pos:R:3:mulliken_spin:R:1
C -2.054 17.783 -21.620 0.072
C -0.805 17.917 -22.510 0.114
C 0.377 16.979 -22.164 0.141
C 0.089 15.451 -22.209 0.122
C -0.630 14.798 -23.306 0.024
C -0.581 13.323 -23.042 0.034
H -2.710 18.641 -21.768 0.004
H -1.642 17.756 -20.611 0.030
H -2.694 16.916 -21.786 -0.001
H -1.062 17.570 -23.511 0.082
H -0.575 18.980 -22.574 0.021
H 0.726 17.389 -21.216 0.072
H 1.191 17.143 -22.870 0.091
H 1.034 14.988 -21.925 0.018
H -0.540 15.228 -21.347 0.078
H -1.663 15.143 -23.285 0.003
H -0.073 15.007 -24.220 0.063
H -1.114 12.804 -23.838 -0.003
H 0.433 12.940 -22.928 0.000
H -1.010 13.017 -22.088 -0.001
C -0.641 19.985 -33.388 0.000
C -0.979 20.866 -32.225 0.000
C -0.085 20.635 -30.965 0.000
C -0.610 21.555 -29.887 0.000
C 0.211 21.331 -28.568 0.000
C -0.325 22.257 -27.422 0.000
H -0.733 18.899 -33.353 0.000
H 0.402 20.187 -33.631 0.000
H -1.273 20.331 -34.206 0.000
H -0.817 21.911 -32.490 0.000
H -2.046 20.758 -32.027 0.000
H 0.916 20.813 -31.358 0.000
H -0.078 19.566 -30.751 0.000
H -0.521 22.610 -30.149 0.000
H -1.685 21.446 -29.738 0.000
H 0.183 20.264 -28.349 0.000
H 1.280 21.481 -28.723 0.000
H 0.199 22.266 -26.466 0.000
H -0.350 23.304 -27.726 0.000
H -1.319 21.896 -27.160 0.000
C -5.316 19.940 -27.917 0.000
C -6.790 19.842 -28.187 0.000
C -7.188 20.349 -29.574 0.000
C -8.720 20.246 -29.924 0.000
C -9.190 18.846 -30.215 0.000
C -10.616 18.629 -29.692 0.000
H -4.645 19.692 -28.740 0.000
H -5.065 19.342 -27.041 0.000
H -5.062 20.968 -27.661 0.000
H -7.061 18.801 -28.006 0.000
H -7.259 20.365 -27.353 0.000
H -6.456 19.889 -30.238 0.000
H -6.867 21.369 -29.786 0.000
H -9.352 20.733 -29.182 0.000
H -8.895 20.914 -30.768 0.000
H -9.046 18.496 -31.237 0.000
H -8.707 18.083 -29.604 0.000
H -10.686 18.780 -28.615 0.000
H -11.293 19.264 -30.264 0.000
H -10.930 17.592 -29.812 0.000
Cl 3.293 18.378 -28.348 0.001
C 3.998 16.974 -27.515 0.002
C 3.707 17.068 -26.022 -0.001
Cl 1.900 16.856 -25.863 0.036
H 5.066 16.901 -27.719 0.000
H 3.589 16.054 -27.932 0.000
H 3.984 18.046 -25.630 0.000
H 4.107 16.202 -25.493 0.001
C -1.665 17.435 -26.701 0.001
N -3.017 16.907 -26.385 0.000
O -3.340 15.772 -26.672 0.002
O -3.686 17.577 -25.635 0.000
H -1.352 16.731 -27.473 0.000
H -1.009 17.450 -25.831 -0.003
H -1.810 18.414 -27.157 0.000
C -3.880 16.488 -31.408 0.000
N -2.958 16.942 -30.282 0.000
O -1.750 17.022 -30.470 0.000
O -3.518 17.352 -29.324 0.000
H -3.992 15.422 -31.211 0.000
H -3.585 16.763 -32.421 0.000
H -4.828 16.996 -31.230 0.000
C -4.197 12.941 -27.402 0.000
N -4.418 11.545 -27.836 0.000
O -5.276 11.335 -28.658 0.000
O -3.867 10.641 -27.287 0.000
H -3.112 12.962 -27.302 0.000
H -4.798 13.175 -26.523 0.000
H -4.492 13.669 -28.158 0.000
```

3.
Molecular formula: C30H44IrN6OTe
Method: DFT, the ωB97M-V functional and the def2-TZVPD basis

Summary:
**HOMO level (alpha / beta)**: -18.692 / -18.751 eV
**⟨S²⟩**: 0.7604
**Frontier orbital gap (alpha / beta)**: 6.09 / 5.50 eV
**Lowest unoccupied orbital energy (alpha / beta)**: -12.599 / -13.252 eV
**Charge**: +4
**ΔE to the lowest compared entry with this formula, charge and spin**: 1.558 eV
**2S+1**: 2

Structure (XYZ):
```
83
Properties=species:S:1:pos:R:3:mulliken_spin:R:1
Ir -1.623 0.212 1.127 0.062
C -4.096 1.913 0.895 0.000
C -4.504 0.507 1.245 0.000
N -3.414 -0.056 2.096 0.000
C -3.358 0.454 3.515 0.000
C -1.911 0.737 3.917 0.000
N -1.208 1.418 2.782 0.000
C -1.681 2.834 2.579 0.001
C -1.868 3.050 1.097 -0.002
N -2.622 1.884 0.531 -0.004
H -4.217 2.617 1.716 0.000
H -4.681 2.293 0.058 0.000
H -4.528 -0.109 0.349 0.000
H -5.479 0.448 1.730 0.000
H -3.569 -1.063 2.115 0.000
H -3.767 -0.301 4.187 0.000
H -4.001 1.328 3.594 0.000
H -1.374 -0.190 4.124 0.000
H -1.879 1.348 4.820 0.000
H -0.213 1.438 2.989 -0.001
H -0.960 3.542 2.984 0.002
H -2.603 2.974 3.139 0.000
H -0.892 3.049 0.609 0.011
H -2.364 3.989 0.848 0.000
H -2.535 1.947 -0.482 0.000
C -1.818 -3.318 1.308 0.002
N -2.021 -3.301 -0.130 -0.001
C -1.913 -4.626 -0.779 0.000
C -2.807 -4.679 -1.996 0.000
C -2.469 -3.521 -2.904 0.000
N -2.487 -2.252 -2.148 0.000
C -2.757 -1.065 -2.953 0.000
C -2.320 -2.201 -0.829 0.000
O -2.504 -1.056 -0.233 0.000
H -2.645 -3.828 1.809 0.000
H -1.724 -2.311 1.714 -0.001
H -0.900 -3.859 1.539 0.000
H -2.212 -5.372 -0.044 0.000
H -0.867 -4.814 -1.035 0.000
H -3.853 -4.621 -1.689 0.000
H -2.670 -5.621 -2.523 0.000
H -3.193 -3.429 -3.712 0.000
H -1.483 -3.642 -3.360 0.000
H -3.791 -1.069 -3.299 0.000
H -2.105 -1.078 -3.827 0.000
H -2.578 -0.161 -2.381 0.000
C 3.418 -3.242 -0.657 0.001
C 2.314 -2.313 -0.285 -0.014
C 1.435 -1.783 -1.237 -0.001
C 0.407 -0.954 -0.856 0.018
N 0.207 -0.596 0.432 -0.048
C 1.083 -1.062 1.355 0.008
C 2.113 -1.915 1.043 0.012
H 3.353 -3.564 -1.693 0.000
H 3.418 -4.118 -0.006 0.000
H 4.383 -2.750 -0.511 0.000
H 1.553 -2.025 -2.286 0.000
H -0.279 -0.543 -1.584 -0.002
H 0.936 -0.732 2.377 -0.012
H 2.767 -2.268 1.831 0.003
Te 2.203 2.464 0.429 0.742
C 4.256 2.398 0.769 0.007
C 4.958 3.585 0.558 0.028
C 6.311 3.607 0.861 -0.007
C 6.937 2.466 1.345 0.020
C 6.223 1.287 1.534 0.006
C 4.864 1.247 1.265 0.009
C 2.239 2.515 -1.631 0.065
C 3.160 1.703 -2.308 0.035
C 3.176 1.723 -3.691 -0.020
C 2.315 2.569 -4.386 0.088
C 1.410 3.386 -3.707 -0.010
C 1.359 3.357 -2.326 0.030
H 4.477 4.477 0.177 0.002
H 6.874 4.520 0.718 0.000
H 7.995 2.492 1.573 0.000
H 6.728 0.399 1.891 0.000
H 4.302 0.337 1.432 -0.013
H 3.863 1.085 -1.763 -0.006
H 3.883 1.108 -4.232 0.000
H 2.366 2.614 -5.466 0.002
H 0.774 4.064 -4.259 0.000
H 0.685 4.021 -1.798 -0.011
```

4.
Molecular formula: C4H7FN2S
Method: DFT, the ωB97M-V functional and the def2-TZVPD basis

Summary:
**HOMO level**: -7.766 eV
**Frontier orbital gap**: 8.12 eV
**Lowest unoccupied orbital energy**: 0.350 eV
**Structure (SMILES)**: NC(N)=CC(=S)CF
**ΔE to the lowest compared entry with this formula, charge and spin**: 0.284 eV

Structure (XYZ):
```
15
Properties=species:S:1:pos:R:3:mulliken_charge:R:1
N -0.232 -0.722 2.175 -0.336
C 0.003 0.477 1.650 0.754
N 0.330 1.493 2.496 -0.403
C 0.064 0.714 0.257 -0.586
C -0.025 -0.173 -0.786 0.315
S -0.452 -1.861 -0.635 -0.477
C 0.372 0.226 -2.160 -0.447
F 0.335 1.560 -2.375 -0.298
H -0.536 -0.832 3.138 0.262
H -0.624 -1.399 1.480 0.051
H 0.390 1.363 3.496 0.189
H 0.465 2.438 2.185 0.196
H 0.316 1.741 0.022 0.234
H -0.338 -0.298 -2.821 0.295
H 1.373 -0.142 -2.423 0.252
```

5.
Molecular formula: C36H53F4N20O2S
Method: DFT, the ωB97M-V functional and the def2-TZVPD basis

Summary:
**HOMO level**: -9.195 eV
**Frontier orbital gap**: 6.25 eV
**Lowest unoccupied orbital energy**: -2.944 eV
**Charge**: +1

Structure (XYZ):
```
116
Properties=species:S:1:pos:R:3:mulliken_charge:R:1
C -0.757 -1.094 0.816 -1.273
C 0.518 -1.138 0.006 0.894
C 1.647 -2.070 0.440 -0.567
N 0.697 -0.368 -1.053 -0.381
C 0.721 0.901 -0.711 -0.084
N 1.071 1.286 0.571 -0.364
C 0.989 2.599 0.632 0.499
N 1.225 3.360 1.731 -0.253
S 1.642 2.817 3.248 1.062
O 2.009 1.461 3.273 -0.481
O 0.625 3.163 4.167 -0.458
F 2.935 3.642 3.576 -0.213
N 0.619 3.047 -0.592 0.045
C 0.370 4.382 -1.023 0.749
F 1.172 5.255 -0.421 -0.251
F 0.651 4.451 -2.333 -0.215
F -0.905 4.727 -0.887 -0.252
N 0.440 2.011 -1.449 0.111
H -1.214 -0.101 0.692 0.475
H -1.438 -1.908 0.560 0.296
H -0.435 -1.123 1.870 0.396
H 2.370 -1.423 0.958 0.370
H 2.077 -2.495 -0.492 -0.048
H 1.184 -2.835 1.083 0.222
H 1.091 4.362 1.636 0.224
H 0.149 2.021 -2.436 0.397
C -1.258 -4.998 -0.633 -0.924
C -0.716 -4.504 0.634 0.525
N -0.291 -4.116 1.625 -0.521
H -1.167 -4.231 -1.396 0.190
H -0.711 -5.883 -0.950 0.383
H -2.308 -5.255 -0.512 0.345
C -1.426 2.436 -5.603 -0.958
C -0.752 1.560 -4.636 0.536
N -0.221 0.872 -3.886 -0.572
H -1.142 2.156 -6.616 0.330
H -2.505 2.341 -5.493 0.353
H -1.139 3.472 -5.427 0.300
C 3.092 2.753 -5.813 0.154
C 2.484 2.521 -7.131 0.273
N 2.008 2.342 -8.157 -0.476
H 3.341 3.809 -5.698 0.093
H 2.396 2.464 -5.027 -0.054
H 3.998 2.160 -5.715 0.010
C 4.254 -1.103 -6.547 -0.806
C 5.089 -0.184 -5.773 0.443
N 5.725 0.552 -5.170 -0.495
H 4.747 -2.073 -6.616 0.311
H 3.292 -1.224 -6.052 0.249
H 4.102 -0.714 -7.552 0.349
C 4.467 -3.642 -3.161 -0.574
C 3.028 -3.771 -2.902 0.442
N 1.904 -3.871 -2.709 -0.435
H 4.794 -4.427 -3.839 0.064
H 4.676 -2.674 -3.614 0.132
H 5.021 -3.724 -2.227 0.329
C 6.451 5.709 -4.874 -0.787
C 5.025 5.508 -4.609 0.389
N 3.911 5.350 -4.404 -0.471
H 6.806 4.955 -5.573 0.289
H 6.610 6.697 -5.302 0.289
H 7.013 5.628 -3.946 0.271
C -2.994 -1.169 -3.014 -0.304
C -3.031 -2.622 -2.844 0.350
N -3.058 -3.757 -2.708 -0.438
H -2.025 -0.785 -2.699 -0.186
H -3.154 -0.917 -4.061 0.305
H -3.776 -0.707 -2.412 0.303
C -1.719 3.729 6.339 -0.668
C -3.148 3.568 6.608 0.366
N -4.271 3.442 6.785 -0.474
H -1.377 2.928 5.686 0.118
H -1.538 4.685 5.853 0.307
H -1.156 3.693 7.270 0.341
C -1.293 -0.210 7.221 -0.836
C -1.149 -0.567 5.811 0.423
N -1.022 -0.847 4.711 -0.416
H -0.626 0.621 7.445 0.228
H -2.321 0.088 7.422 0.265
H -1.037 -1.055 7.858 0.324
C -6.111 5.547 5.031 -0.240
C -7.498 5.970 5.234 0.111
N -8.603 6.306 5.358 -0.315
H -5.443 6.403 5.129 0.325
H -5.842 4.800 5.774 0.121
H -5.987 5.114 4.033 0.011
C -0.287 -7.386 3.859 -0.631
C -0.887 -7.651 2.548 0.387
N -1.358 -7.867 1.528 -0.414
H -0.031 -6.333 3.942 0.280
H -0.993 -7.644 4.646 0.280
H 0.611 -7.979 3.979 0.077
C 4.177 -8.156 4.557 -0.825
C 3.084 -7.234 4.876 0.416
N 2.230 -6.515 5.126 -0.415
H 4.106 -8.466 3.516 0.269
H 5.134 -7.663 4.719 0.311
H 4.116 -9.035 5.196 0.275
C -5.453 2.583 3.118 -0.600
C -5.237 2.175 1.727 0.283
N -5.062 1.856 0.642 -0.399
H -4.805 3.421 3.362 0.126
H -6.490 2.882 3.262 0.270
H -5.227 1.754 3.786 0.320
C 7.396 -6.751 -4.418 -0.925
C 6.758 -5.606 -5.071 0.565
N 6.259 -4.713 -5.583 -0.462
H 6.650 -7.511 -4.194 0.285
H 8.152 -7.175 -5.075 0.325
H 7.869 -6.431 -3.491 0.278
C -10.630 4.766 1.740 -0.906
C -10.038 5.138 3.030 0.313
N -9.573 5.441 4.040 -0.178
H -10.446 5.550 1.007 0.261
H -10.190 3.836 1.385 0.263
H -11.704 4.631 1.855 0.270
```

6.
Molecular formula: C4H8NO2
Method: DFT, the ωB97M-V functional and the def2-TZVPD basis

Summary:
**HOMO level**: -4.079 eV
**Frontier orbital gap**: 8.21 eV
**Lowest unoccupied orbital energy**: 4.128 eV
**Charge**: -1
**ΔE to the lowest compared entry with this formula, charge and spin**: 0.659 eV

Structure (XYZ):
```
15
Properties=species:S:1:pos:R:3:mulliken_charge:R:1
C -0.830 -2.393 -0.375 -0.848
C -1.382 -2.106 0.813 0.084
N -1.539 -0.874 1.387 -0.440
H -0.491 -1.638 -1.072 0.230
H -0.822 -3.427 -0.697 0.232
H -1.757 -2.944 1.401 0.240
H -0.899 -0.115 1.069 0.329
H -1.771 -0.873 2.363 0.214
O -0.017 1.518 -1.431 -0.717
C 0.763 1.316 -0.484 0.642
O 0.462 0.895 0.673 -0.817
C 2.257 1.570 -0.716 -0.876
H 2.729 1.874 0.219 0.274
H 2.744 0.662 -1.074 0.190
H 2.385 2.363 -1.455 0.263
```

7.
Molecular formula: C2H9NOS2
Method: DFT, the ωB97M-V functional and the def2-TZVPD basis

Summary:
**HOMO level**: -8.412 eV
**Frontier orbital gap**: 8.64 eV
**Lowest unoccupied orbital energy**: 0.229 eV
**Structure (SMILES)**: CSS.NCO
**ΔE to the lowest compared entry with this formula, charge and spin**: 1.552 eV

Structure (XYZ):
```
15
Properties=species:S:1:pos:R:3:mulliken_charge:R:1
C 0.187 -0.721 0.435 -0.528
S -1.127 -1.250 1.550 -0.055
S -2.632 0.186 1.027 -0.154
H 0.324 -1.563 -0.290 0.302
H -0.246 0.215 -0.073 0.110
H 1.137 -0.593 0.946 0.172
H -1.783 1.088 0.712 0.141
N 1.610 0.614 -2.854 -0.513
C 2.722 1.024 -1.985 -0.269
O 2.580 1.072 -0.445 -0.531
H 0.666 0.984 -2.712 0.250
H 1.509 -0.348 -2.711 0.247
H 2.918 2.070 -2.173 0.249
H 3.538 0.282 -2.108 0.302
H 2.719 0.197 0.019 0.277
```

8.
Molecular formula: C15H30OS3ScSi
Method: DFT, the ωB97M-V functional and the def2-TZVPD basis

Summary:
**HOMO level**: -4.607 eV
**Frontier orbital gap**: 7.23 eV
**Lowest unoccupied orbital energy**: 2.620 eV
**Charge**: -1
**ΔE to the lowest compared entry with this formula, charge and spin**: 0.000 eV

Structure (XYZ):
```
51
Properties=species:S:1:pos:R:3:mulliken_charge:R:1
Sc 1.357 2.043 0.857 -0.732
S 2.965 4.908 -2.260 -0.331
C 2.440 3.931 -1.048 0.310
S 0.962 4.261 -0.151 -0.424
S 3.346 2.498 -0.554 -0.394
C 0.333 2.588 4.347 -1.132
C 0.824 2.337 2.967 0.582
O 1.970 1.833 2.844 -0.541
H 1.091 2.396 5.108 0.324
H -0.534 1.937 4.507 0.268
H -0.040 3.611 4.415 0.323
C -0.953 -1.334 2.222 -2.083
C -1.511 -0.741 0.921 2.667
C -2.319 0.493 1.357 -1.773
C -2.482 -1.760 0.312 -1.797
Si -0.031 -0.156 -0.227 0.342
C 1.291 -1.606 -0.342 2.495
C 2.253 -1.370 -1.516 -2.028
C 0.726 -3.026 -0.481 -1.774
C 2.171 -1.551 0.918 -1.781
C -0.717 0.242 -2.014 2.404
C -1.064 -0.984 -2.874 -1.739
C -1.976 1.112 -1.909 -2.178
C 0.309 1.100 -2.773 -1.655
H -1.780 -1.514 2.925 0.586
H -0.252 -0.648 2.710 0.191
H -0.441 -2.285 2.071 0.344
H -3.106 0.188 2.064 0.522
H -2.804 1.001 0.526 0.308
H -1.681 1.223 1.860 0.126
H -3.237 -2.051 1.060 0.524
H -1.980 -2.670 -0.020 0.264
H -3.022 -1.350 -0.544 0.270
H 1.774 -1.515 -2.483 0.341
H 3.084 -2.089 -1.452 0.574
H 2.684 -0.365 -1.500 0.184
H 0.095 -3.131 -1.367 0.257
H 0.132 -3.331 0.382 0.290
H 1.551 -3.750 -0.576 0.528
H 2.738 -0.617 0.964 0.272
H 2.912 -2.365 0.892 0.501
H 1.611 -1.642 1.848 0.299
H -1.804 -1.634 -2.402 0.253
H -0.187 -1.592 -3.099 0.247
H -1.482 -0.654 -3.837 0.535
H -2.835 0.566 -1.515 0.354
H -2.250 1.475 -2.911 0.578
H -1.808 1.993 -1.280 0.319
H 1.273 0.612 -2.904 0.300
H 0.492 2.052 -2.266 0.155
H -0.086 1.334 -3.774 0.524
```

no.,strongest force on any atom (Eh/bohr),total energy (hartree)
1,0.092,-471.51630
2,0.066,-2444.67753
3,0.034,-1944.27080
4,0.052,-764.17472
5,0.126,-3446.31052
6,0.010,-362.50002
7,0.043,-1007.90682
8,0.004,-2909.69937